Model 1:
# C13H16N4O3

A single C13H16N4O3 molecule (ωB97M-V/def2-TZVPD, OMol25).

The geometry in XYZ format:
```
36
C13H16N4O3 ωB97M-V/def2-TZVPD
N -2.509 4.057 -2.144
C -1.336 3.322 -1.691
C -0.974 2.359 -2.821
C -0.218 1.182 -2.200
C -1.126 0.334 -1.208
N -0.368 -0.286 -0.159
C 0.477 -1.380 -0.366
O 0.562 -1.822 -1.499
C 1.212 -2.043 0.755
C 1.799 -3.345 0.565
C 2.448 -3.995 1.614
C 2.490 -3.377 2.868
C 1.890 -2.133 3.106
C 1.275 -1.473 2.042
N 2.004 -1.763 4.352
O 2.772 -2.822 4.992
N 2.987 -3.836 4.013
O 3.460 -4.922 4.240
C -2.236 1.146 -0.584
C -1.756 2.609 -0.378
H -2.907 4.618 -1.397
H -2.288 4.641 -2.949
H -0.498 4.030 -1.472
H -0.385 2.909 -3.550
H -1.882 2.017 -3.347
H 0.732 1.476 -1.750
H 0.119 0.547 -3.028
H -1.659 -0.459 -1.758
H -0.502 0.010 0.791
H 1.713 -3.824 -0.405
H 2.944 -4.981 1.489
H 0.807 -0.549 2.250
H -3.129 1.188 -1.208
H -2.521 0.735 0.395
H -0.846 2.653 0.267
H -2.553 3.177 0.172
```

As for the structure (SMILES): N[C@H]1CC[C@H](NC(=O)c2ccc3c(c2)no[n+]3[O-])CC1. The value obtained for the lowest unoccupied orbital energy is -1.398 eV. The calculation puts the HOMO energy at -8.690 eV. The gap between HOMO and LUMO is 7.292 eV.

Model 2:
# C13H16N4O3

A single C13H16N4O3 molecule (ωB97M-V/def2-TZVPD, OMol25).

The geometry in XYZ format:
```
36
C13H16N4O3 ωB97M-V/def2-TZVPD
H -1.675 -0.412 2.566
N -1.633 0.347 1.827
C -0.577 0.153 1.088
C -0.506 0.917 -0.158
C -1.615 1.393 -0.838
O -2.861 1.389 -0.174
C -1.570 1.895 -2.106
C -0.385 1.952 -2.855
O -0.370 2.518 -4.109
C 0.765 1.470 -2.245
C 0.759 1.113 -0.812
C 2.101 0.779 -0.381
C 2.408 0.795 1.155
C 2.384 -0.590 1.835
C 1.130 -1.067 2.382
N -0.031 -0.993 1.483
C -0.500 -2.200 0.792
N 0.297 -3.236 0.860
H -0.094 -4.105 0.444
C -1.662 -2.434 -0.126
N -2.634 -1.571 -0.665
O -1.743 -3.615 -0.605
H -2.755 1.083 0.787
H -2.395 2.153 -2.666
H -0.910 3.297 -4.237
H 1.750 1.536 -2.765
H 2.578 -0.075 -0.855
H 2.800 1.610 -0.708
H 3.272 1.455 1.362
H 1.577 1.375 1.553
H 3.207 -0.666 2.539
H 2.813 -1.329 1.127
H 1.148 -2.115 2.828
H 0.977 -0.330 3.173
H -3.440 -1.922 -1.220
H -2.611 -0.569 -0.278
```

As for the structure (SMILES): [H]/N=C1/c2c(O)cc(O)cc2CCCCN1/C(=N/[H])C(N)=O. The value obtained for the lowest unoccupied orbital energy is -0.208 eV. The calculation puts the HOMO energy at -8.830 eV. The gap between HOMO and LUMO is 8.622 eV.

It is model 1 that is the least stable of them.

Model 1:
# C16H48O8

8 unconnected molecules or ions with the total composition C16H48O8 (ωB97M-V/def2-TZVPD, OMol25).

The geometry in XYZ format:
```
72
C16H48O8 ωB97M-V/def2-TZVPD
C 16.536 -24.590 -8.038
C 15.237 -24.065 -7.504
C 15.114 -24.337 -6.013
O 15.191 -22.673 -7.794
H 17.368 -24.207 -7.440
H 16.698 -24.295 -9.073
H 16.567 -25.679 -7.954
H 14.397 -24.570 -8.006
H 15.061 -25.415 -5.825
H 14.210 -23.925 -5.552
H 15.967 -23.941 -5.455
H 14.375 -22.284 -7.451
C 10.928 -17.353 -4.411
C 10.206 -18.344 -5.292
C 8.969 -18.969 -4.653
O 9.805 -17.678 -6.498
H 11.190 -17.738 -3.424
H 10.387 -16.408 -4.327
H 11.863 -17.061 -4.904
H 10.898 -19.143 -5.588
H 9.085 -19.071 -3.567
H 8.749 -19.930 -5.110
H 8.111 -18.297 -4.731
H 10.460 -17.924 -7.171
C 16.462 -17.044 -7.258
C 15.281 -17.409 -8.154
C 15.334 -18.872 -8.543
O 14.049 -17.230 -7.408
H 16.446 -17.597 -6.324
H 16.579 -15.962 -7.139
H 17.400 -17.290 -7.779
H 15.265 -16.744 -9.020
H 15.474 -19.483 -7.651
H 16.152 -19.037 -9.239
H 14.392 -19.176 -9.004
H 14.099 -16.457 -6.839
C 12.596 -20.917 -3.380
C 14.004 -20.512 -3.734
C 14.195 -19.015 -3.959
O 14.936 -20.933 -2.721
H 12.291 -20.438 -2.441
H 12.487 -21.994 -3.245
H 11.868 -20.610 -4.136
H 14.377 -21.028 -4.623
H 13.998 -18.496 -3.014
H 13.480 -18.586 -4.663
H 15.214 -18.847 -4.295
H 14.577 -20.668 -1.867
C 10.356 -24.867 -6.948
C 10.370 -25.485 -8.329
O 11.747 -25.425 -8.778
H 10.886 -25.522 -6.251
H 9.355 -24.710 -6.548
H 10.910 -23.925 -6.934
H 9.765 -24.936 -9.048
H 10.110 -26.540 -8.233
H 11.911 -26.117 -9.425
C 10.919 -17.643 -10.237
C 11.413 -18.914 -9.560
O 11.812 -18.657 -8.207
H 10.409 -17.842 -11.178
H 11.757 -16.968 -10.429
H 10.236 -17.124 -9.563
H 12.230 -19.361 -10.136
H 10.625 -19.666 -9.520
H 12.694 -18.251 -8.199
O 12.509 -22.897 -9.807
H 13.123 -22.458 -9.210
H 12.345 -23.761 -9.398
O 12.846 -21.490 -7.020
H 12.183 -21.844 -6.421
H 12.498 -20.631 -7.298
```

As for the structure (SMILES): CC(C)O.CC(C)O.CC(C)O.CC(C)O.CCO.CCO.O.O. The value obtained for the lowest unoccupied orbital energy is 0.537 eV. The calculation puts the HOMO energy at -9.639 eV. The gap between HOMO and LUMO is 10.176 eV.

Model 2:
# C16H48O8

8 unconnected molecules or ions with the total composition C16H48O8 (ωB97M-V/def2-TZVPD, OMol25).

The geometry in XYZ format:
```
72
C16H48O8 ωB97M-V/def2-TZVPD
C -2.575 3.954 -1.253
C -2.552 2.427 -1.576
O -3.507 2.161 -2.486
H -1.754 4.192 -0.444
H -3.658 4.348 -0.942
H -2.333 4.600 -2.086
H -2.801 1.939 -0.485
H -1.563 2.101 -1.682
H -3.392 1.224 -3.045
C 0.927 -3.050 2.577
C 1.014 -2.185 3.815
O -0.179 -2.387 4.620
H 1.093 -4.174 2.745
H 1.854 -2.673 1.954
H -0.042 -2.791 2.042
H 0.911 -1.127 3.630
H 1.862 -2.490 4.366
H 0.003 -3.052 5.163
C 3.356 0.097 -3.300
C 3.641 1.558 -3.203
O 2.944 2.160 -2.069
H 4.129 -0.268 -4.148
H 2.341 -0.172 -3.625
H 3.495 -0.386 -2.231
H 3.463 2.135 -4.066
H 4.672 1.730 -3.171
H 3.524 2.880 -1.565
C 4.425 0.958 1.651
C 3.687 0.373 2.873
O 4.138 -0.911 3.367
H 4.036 1.888 1.263
H 4.392 0.451 0.845
H 5.342 1.244 1.873
H 2.724 0.054 2.792
H 3.764 1.161 3.585
H 4.020 -0.601 4.434
C -2.899 3.993 2.593
C -2.360 2.541 2.810
O -2.095 2.238 4.133
H -3.367 4.154 1.536
H -2.155 4.780 2.861
H -3.521 4.366 3.153
H -1.303 2.715 2.271
H -2.948 1.747 2.245
H -2.084 1.305 4.190
C -0.610 -2.672 -4.759
C 0.207 -1.878 -3.844
O -0.547 -1.500 -2.731
H -0.034 -2.868 -5.653
H -1.271 -2.041 -5.313
H -1.113 -3.600 -4.747
H 0.529 -1.028 -4.308
H 1.050 -2.371 -3.645
H 0.082 -0.992 -2.342
C -0.274 -0.189 0.827
C 1.061 0.305 0.117
O 0.822 0.507 -1.301
H 0.034 -0.382 1.727
H -0.680 -1.056 0.469
H -0.968 0.470 0.907
H 1.819 -0.506 0.211
H 1.532 0.913 0.726
H 1.515 1.206 -1.450
C -3.231 -2.600 0.563
C -3.496 -3.407 -0.792
O -4.785 -3.087 -1.327
H -2.275 -2.910 0.913
H -3.943 -2.773 1.437
H -3.271 -1.565 0.404
H -3.481 -4.429 -0.626
H -2.570 -3.080 -1.478
H -4.770 -3.674 -1.997
```

As for the structure (SMILES): CCO.CCO.CCO.CCO.CCO.CCO.CCO.CCO. The value obtained for the lowest unoccupied orbital energy is 0.162 eV. The calculation puts the HOMO energy at -9.410 eV. The gap between HOMO and LUMO is 9.573 eV.

Model 3:
# C16H48O8

8 unconnected molecules or ions with the total composition C16H48O8 (ωB97M-V/def2-TZVPD, OMol25).

The geometry in XYZ format:
```
72
C16H48O8 ωB97M-V/def2-TZVPD
C -32.940 5.043 -2.148
C -33.883 4.076 -1.479
O -35.210 4.575 -1.289
H -33.160 5.140 -3.215
H -31.929 4.635 -2.085
H -32.966 6.047 -1.727
H -33.496 3.798 -0.485
H -33.923 3.099 -1.965
H -35.162 5.328 -0.694
C -30.317 5.332 -6.629
C -29.540 6.522 -7.167
O -30.117 7.056 -8.343
H -31.307 5.532 -6.220
H -29.665 4.865 -5.887
H -30.497 4.589 -7.409
H -28.533 6.147 -7.394
H -29.427 7.295 -6.400
H -30.040 8.010 -8.368
C -36.686 1.177 -7.639
C -36.004 2.297 -6.883
O -36.961 2.956 -6.037
H -35.944 0.711 -8.293
H -37.481 1.522 -8.299
H -37.100 0.482 -6.910
H -35.551 3.027 -7.562
H -35.200 1.918 -6.245
H -36.562 3.051 -5.156
C -34.111 6.912 -6.222
C -34.943 6.019 -5.350
O -36.232 5.785 -5.969
H -33.975 6.495 -7.228
H -33.085 7.129 -5.924
H -34.633 7.855 -6.411
H -35.077 6.519 -4.383
H -34.502 5.024 -5.225
H -36.476 4.926 -5.586
C -35.588 9.281 -9.057
C -36.749 8.463 -8.497
O -36.465 7.088 -8.510
H -34.659 9.180 -8.505
H -35.920 10.321 -9.141
H -35.434 8.957 -10.090
H -37.680 8.723 -9.011
H -36.959 8.844 -7.483
H -36.439 6.749 -7.601
C -39.104 8.094 -4.766
C -39.508 6.693 -5.191
O -40.914 6.528 -4.950
H -39.966 8.696 -4.472
H -38.503 8.527 -5.566
H -38.492 8.176 -3.861
H -38.954 5.963 -4.595
H -39.287 6.524 -6.245
H -41.132 5.629 -5.220
C -37.856 0.989 -3.304
C -36.695 1.702 -2.619
O -36.542 3.002 -3.250
H -38.738 1.623 -3.189
H -38.038 -0.020 -2.935
H -37.681 0.893 -4.376
H -35.781 1.153 -2.867
H -36.941 1.807 -1.564
H -36.122 3.536 -2.549
C -36.051 11.039 -4.389
C -34.989 10.220 -3.670
O -33.829 11.058 -3.449
H -35.735 11.377 -5.370
H -36.281 11.902 -3.757
H -36.994 10.485 -4.404
H -34.685 9.386 -4.310
H -35.369 9.825 -2.727
H -33.086 10.543 -3.774
```

As for the structure (SMILES): CCO.CCO.CCO.CCO.CCO.CCO.CCO.CCO. The value obtained for the lowest unoccupied orbital energy is 0.210 eV. The calculation puts the HOMO energy at -9.644 eV. The gap between HOMO and LUMO is 9.854 eV.

Model 4:
# C16H48O8

8 unconnected molecules or ions with the total composition C16H48O8 (ωB97M-V/def2-TZVPD, OMol25).

The geometry in XYZ format:
```
72
C16H48O8 ωB97M-V/def2-TZVPD
C 1.253 -0.739 4.424
C 2.552 -1.452 4.813
O 3.525 -0.864 3.906
H 0.923 -1.121 3.458
H 1.294 0.348 4.489
H 0.500 -0.960 5.179
H 2.588 -2.498 4.509
H 2.820 -1.395 5.868
H 4.278 -1.432 4.085
C -5.044 0.464 -0.483
C -3.724 0.019 -0.030
O -2.772 1.113 -0.288
H -5.470 1.313 0.051
H -5.741 -0.373 -0.445
H -4.974 0.612 -1.560
H -3.319 -0.816 -0.602
H -3.675 -0.260 1.022
H -2.774 1.684 0.483
C 0.910 5.402 0.718
C -0.465 4.918 0.379
O -1.217 5.962 -0.193
H 1.494 5.424 -0.202
H 1.414 4.718 1.401
H 0.963 6.404 1.143
H -0.863 4.684 1.366
H -0.510 3.956 -0.131
H -1.092 5.744 -1.120
C 6.910 0.247 -0.750
C 5.563 -0.417 -0.398
O 5.286 -1.375 -1.352
H 7.185 0.895 0.083
H 6.781 0.841 -1.655
H 7.707 -0.492 -0.830
H 4.703 0.250 -0.342
H 5.585 -0.954 0.550
H 4.416 -1.211 -1.723
C -1.968 2.000 -4.135
C -1.997 2.767 -2.806
O -1.815 4.116 -3.131
H -2.313 0.972 -4.028
H -1.059 1.869 -4.721
H -2.705 2.383 -4.841
H -1.324 2.371 -2.046
H -3.053 2.693 -2.545
H -0.935 4.240 -3.493
C -1.927 -3.852 2.872
C -1.693 -2.643 2.020
O -0.325 -2.599 1.703
H -1.476 -4.734 2.416
H -2.976 -4.129 2.970
H -1.520 -3.716 3.874
H -1.934 -1.737 2.575
H -2.248 -2.689 1.083
H -0.088 -1.871 1.124
C -1.490 -4.640 -3.428
C -1.553 -3.722 -2.179
O -1.567 -2.359 -2.536
H -0.522 -4.451 -3.892
H -2.205 -4.400 -4.215
H -1.566 -5.647 -3.018
H -0.609 -3.846 -1.648
H -2.415 -4.065 -1.607
H -1.299 -1.766 -1.830
C 1.712 -0.226 0.419
C 0.570 0.405 -0.413
O -0.573 -0.398 -0.493
H 1.730 -1.314 0.480
H 1.585 0.013 1.475
H 2.656 0.287 0.232
H 0.907 0.560 -1.438
H 0.326 1.351 0.069
H -1.347 0.134 -0.693
```

As for the structure (SMILES): CCO.CCO.CCO.CCO.CCO.CCO.CCO.CCO. The value obtained for the lowest unoccupied orbital energy is 0.326 eV. The calculation puts the HOMO energy at -9.984 eV. The gap between HOMO and LUMO is 10.310 eV.

It is model 2 that is the least stable of them.

Model 1:
# C2H4IPS

2 unconnected molecules or ions with the total composition C2H4IPS (ωB97M-V/def2-TZVPD, OMol25).

The geometry in XYZ format:
```
9
C2H4IPS ωB97M-V/def2-TZVPD
C 0.811 0.355 0.240
C 0.473 0.294 -1.184
P -0.532 -1.456 1.294
S 1.492 1.313 1.262
I -2.787 -0.855 0.700
H 0.715 1.261 -1.819
H -0.670 0.314 -1.358
H 1.098 -0.605 -1.563
H -0.599 -0.621 2.427
```

The value obtained for the lowest unoccupied orbital energy is -0.566 eV. The calculation puts the HOMO energy at -7.863 eV. The gap between HOMO and LUMO is 7.297 eV.

Model 2:
# C2H4IPS

A single C2H4IPS molecule (ωB97M-V/def2-TZVPD, OMol25).

The geometry in XYZ format:
```
9
C2H4IPS ωB97M-V/def2-TZVPD
C 1.764 1.181 -0.207
C 0.691 0.189 -0.480
S -0.835 0.137 0.077
P -2.073 -1.809 -0.480
I -1.961 -2.608 1.823
H 2.526 0.674 0.390
H 1.254 2.091 0.370
H 2.075 1.440 -1.258
H -3.440 -1.296 -0.235
```

As for the structure (SMILES): CC#S#[PH]I. The value obtained for the lowest unoccupied orbital energy is -0.338 eV. The calculation puts the HOMO energy at -7.613 eV. The gap between HOMO and LUMO is 7.275 eV.

It is model 2 that is the least stable of them.